[1]
{"formula": "C29H51BaNO2SSi2", "method": "wB97M-V/def2-TZVPD", "homo_lumo_gap_ev": 5.357, "largest_force_ev_per_a": 2.8, "species": ["O", "O", "C", "C", "H", "H", "H", "H", "H", "C", "C", "H", "H", "H", "H", "H", "C", "C", "C", "H", "H", "H", "H", "H", "C", "H", "H", "H", "H", "H", "H", "Ba", "C", "Si", "H", "H", "C", "C", "C", "C", "Si", "H", "H", "C", "C", "C", "H", "H", "H", "H", "H", "H", "H", "H", "H", "H", "H", "H", "H", "H", "H", "H", "H", "H", "S", "C", "C", "C", "C", "C", "C", "N", "C", "C", "C", "C", "C", "C", "C", "H", "H", "H", "H", "H", "H", "H", "H"], "positions_angstrom": [[-0.768, -1.549, -1.530], [0.990, 0.364, -3.816], [0.009, -2.712, -1.970], [-0.699, -4.021, -1.737], [0.939, -2.643, -1.389], [0.252, -2.588, -3.032], [-0.996, -4.166, -0.694], [-0.009, -4.824, -2.010], [-1.585, -4.116, -2.371], [-1.874, -1.029, -2.332], [-1.859, -1.422, -3.784], [-1.786, 0.064, -2.266], [-2.812, -1.310, -1.824], [-0.987, -0.994, -4.298], [-2.759, -1.012, -4.260], [-1.888, -2.509, -3.901], [0.407, 1.804, -3.605], [2.290, 0.257, -4.653], [-0.598, 2.053, -4.687], [1.267, 2.487, -3.630], [-0.041, 1.764, -2.604], [-0.143, 2.066, -5.683], [-1.056, 3.032, -4.509], [-1.408, 1.314, -4.664], [2.049, 0.642, -6.083], [2.570, -0.798, -4.543], [3.028, 0.902, -4.160], [1.323, -0.019, -6.564], [2.991, 0.520, -6.628], [1.734, 1.680, -6.209], [1.365, 0.086, -2.899], [-0.130, -0.500, 0.705], [2.504, 0.153, -1.483], [3.653, 0.370, -0.024], [2.973, -0.629, -2.110], [2.501, 1.118, -2.019], [5.193, -0.611, -0.548], [2.903, -0.157, 1.641], [4.135, 2.199, -0.118], [-2.622, -1.959, 0.954], [-3.798, -0.541, 0.917], [-2.314, -2.401, 1.921], [-2.614, -2.751, 0.195], [-5.316, -0.957, -0.140], [-3.092, 1.054, 0.164], [-4.174, -0.056, 2.692], [3.668, 2.628, -1.017], [5.225, 2.310, -0.225], [3.796, 2.776, 0.754], [5.148, -1.671, -0.260], [6.126, -0.183, -0.156], [5.254, -0.569, -1.647], [2.473, -1.180, 1.581], [2.138, 0.539, 2.046], [3.681, -0.216, 2.419], [-3.928, 1.605, -0.288], [-2.359, 0.918, -0.641], [-2.645, 1.705, 0.925], [-5.104, 0.520, 2.788], [-3.354, 0.554, 3.102], [-4.265, -0.953, 3.317], [-6.204, -0.378, 0.158], [-5.563, -2.025, -0.049], [-5.133, -0.754, -1.208], [-0.038, 1.177, 5.779], [0.245, -0.538, 5.938], [0.451, -1.225, 7.122], [0.679, -2.604, 7.062], [0.689, -3.272, 5.830], [0.481, -2.581, 4.631], [0.267, -1.191, 4.685], [0.088, -0.304, 3.613], [-0.068, 0.963, 4.020], [-0.213, 2.163, 3.184], [-0.382, 3.446, 3.807], [-0.524, 4.586, 3.021], [-0.500, 4.477, 1.629], [-0.330, 3.211, 1.015], [-0.194, 2.097, 1.799], [0.428, -0.667, 8.050], [0.850, -3.166, 7.976], [0.860, -4.348, 5.801], [0.481, -3.076, 3.657], [-0.390, 3.516, 4.901], [-0.645, 5.551, 3.519], [-0.616, 5.368, 1.021], [-0.319, 3.135, -0.072]], "mulliken_charge": [0.751, 0.327, -0.172, -1.402, 0.223, 0.201, 0.243, 0.459, 0.272, 0.403, -1.331, -0.204, -0.043, 0.067, 0.413, 0.369, 0.219, 0.118, -1.115, 0.467, -0.067, 0.285, 0.434, 0.193, -1.427, 0.357, 0.373, 0.347, 0.419, 0.296, -0.467, 0.417, 0.107, 0.462, 0.022, -0.349, -1.252, -0.683, -1.206, -1.175, 0.666, 0.471, 0.155, -1.288, -0.033, -1.037, 0.292, 0.338, 0.326, 0.288, 0.370, 0.295, 0.134, 0.048, 0.500, 0.420, -0.507, 0.151, 0.319, 0.196, 0.308, 0.332, 0.351, 0.296, -0.430, 1.208, -0.699, -0.539, -0.594, -0.579, -0.669, 0.575, -0.670, 1.161, -0.894, -0.814, -0.564, -0.947, 0.878, 0.401, 0.372, 0.374, 0.357, 0.362, 0.352, 0.416, 0.201]}



[2]
{"formula": "C3H11NP", "method": "wB97M-V/def2-TZVPD", "homo_lumo_gap_ev": 9.385, "de_lowest_kj_mol": 475.86, "largest_force_ev_per_a": 4.1, "charge": 1, "species": ["C", "C", "C", "N", "P", "H", "H", "H", "H", "H", "H", "H", "H", "H", "H", "H"], "positions_angstrom": [[-1.845, 1.060, 0.171], [-1.130, -0.143, -0.408], [0.786, -0.205, 0.399], [1.261, -1.581, -0.059], [1.939, 0.977, -0.121], [-1.934, 0.907, 1.304], [-2.724, 1.085, -0.427], [-1.310, 2.008, -0.011], [-1.287, -1.127, 0.094], [-1.057, -0.281, -1.525], [0.476, -0.132, 1.470], [1.724, -2.305, 0.637], [0.309, -2.066, -0.290], [1.831, -1.649, -0.991], [1.788, 1.909, 0.938], [1.173, 1.544, -1.181]], "nbo_charge": [-0.667, -0.249, -0.458, -0.757, 0.326, 0.234, 0.253, 0.240, 0.178, 0.221, 0.267, 0.461, 0.446, 0.466, 0.031, 0.009]}